{
  "formula": "C42H40IrN5O4P2S",
  "method": "ωB97M-V/def2-TZVPD",
  "homo_ev": [-16.2, -16.6],
  "charge": 3,
  "multiplicity": 2,
  "e_tot_ha": -3383.3121,
  "max_force_ev_per_a": 0.566,
  "s2": 1.198,
  "symbols": ["Ir", "C", "N", "P", "C", "C", "C", "C", "C", "C", "C", "C", "C", "C", "C", "C", "P", "C", "C", "C", "C", "C", "C", "C", "C", "C", "C", "C", "C", "H", "H", "H", "H", "H", "H", "H", "H", "H", "H", "H", "H", "H", "H", "H", "H", "H", "H", "H", "H", "H", "H", "H", "C", "C", "S", "O", "O", "C", "C", "N", "C", "N", "C", "C", "N", "O", "O", "C", "H", "H", "H", "H", "H", "H", "H", "H", "H", "H", "H", "H", "H", "N", "C", "C", "C", "C", "C", "C", "C", "C", "C", "H", "H", "H", "H"],
  "coordinates": [[0.64272, -1.14505, -0.10336], [-0.00252, -3.39016, -2.65950], [-0.79484, -2.56118, -1.70886], [-0.94476, -0.80216, -1.84054], [-0.93418, -0.36514, -3.57447], [-0.63063, 0.95540, -3.91250], [-0.79306, 1.38317, -5.21891], [-1.27192, 0.50597, -6.18449], [-1.60653, -0.79880, -5.84434], [-1.44681, -1.23847, -4.54004], [-2.48706, -0.17054, -1.21357], [-3.60954, -0.14850, -2.05177], [-4.81296, 0.33615, -1.57306], [-4.89820, 0.81548, -0.27029], [-3.78069, 0.81871, 0.55578], [-2.57393, 0.33031, 0.08815], [-0.73719, -2.93458, -0.02946], [-0.08590, -4.55310, 0.23388], [-0.86182, -5.62532, -0.22531], [-0.40985, -6.91653, -0.02274], [0.78585, -7.13622, 0.65513], [1.53384, -6.07110, 1.14019], [1.10349, -4.77171, 0.92759], [-2.32421, -2.74785, 0.73423], [-2.35094, -2.52117, 2.11077], [-3.57094, -2.47849, 2.76208], [-4.74790, -2.66081, 2.04450], [-4.71467, -2.89121, 0.67409], [-3.50113, -2.94118, 0.00916], [0.88196, -3.79096, -2.16599], [0.29630, -2.78017, -3.50598], [-0.61861, -4.21683, -3.01067], [-0.29442, 1.66116, -3.15992], [-0.55990, 2.40563, -5.48181], [-1.40238, 0.84574, -7.20298], [-2.00305, -1.47064, -6.59323], [-1.74529, -2.24548, -4.28086], [-3.54504, -0.49663, -3.07396], [-5.67987, 0.35790, -2.21892], [-5.83798, 1.20537, 0.09762], [-3.85119, 1.20895, 1.56174], [-1.70474, 0.35061, 0.73666], [-1.81057, -5.45887, -0.72306], [-0.99502, -7.75347, -0.37774], [1.12727, -8.14910, 0.82050], [2.44725, -6.25297, 1.68973], [1.66207, -3.94183, 1.33693], [-1.43203, -2.37327, 2.66704], [-3.60749, -2.30601, 3.82889], [-5.69895, -2.63007, 2.55897], [-5.63499, -3.03862, 0.12546], [-3.47463, -3.11763, -1.05876], [7.83199, 1.84016, 0.25144], [7.43612, 1.58257, -1.19900], [6.21127, 0.30139, -1.26533], [4.91665, 0.82665, -0.87249], [6.70008, -0.87362, -0.58549], [6.05144, -0.13444, -3.00137], [5.40591, -1.51484, -3.15668], [4.31529, -1.79895, -2.19152], [3.13675, -1.16130, -2.13270], [2.49049, -1.50428, -1.00515], [3.31604, -2.36970, -0.31014], [4.42627, -2.55192, -1.04055], [5.49980, -3.46319, -0.69434], [6.23787, -3.82195, -1.57980], [5.51740, -3.81138, 0.45969], [2.73776, -0.10307, -3.08051], [8.49923, 2.69932, 0.28205], [8.34732, 0.98055, 0.67275], [6.96018, 2.06602, 0.86420], [8.28038, 1.23908, -1.79759], [6.99138, 2.46008, -1.66926], [7.04097, -0.17419, -3.45558], [5.48537, 0.66090, -3.48297], [6.14476, -2.29345, -3.00000], [4.99725, -1.63051, -4.15920], [3.09262, -2.75686, 0.66391], [2.94677, -0.37728, -4.11399], [3.28940, 0.80277, -2.82194], [1.68101, 0.10716, -2.98438], [2.26747, 2.04806, 9.07893], [2.07447, 1.64652, 8.02047], [1.83440, 1.14946, 6.69954], [2.04725, 1.99625, 5.60036], [1.82849, 1.52237, 4.33272], [1.37380, 0.19162, 4.14983], [1.15821, -0.65014, 5.26926], [1.39472, -0.17343, 6.53239], [1.15736, -0.28681, 2.86821], [0.96620, -0.76460, 1.73247], [2.38930, 3.00832, 5.76467], [2.00029, 2.15262, 3.47167], [0.81879, -1.66548, 5.11992], [1.24607, -0.80074, 7.39997]],
  "atomic_forces_ev_per_a": [[0.167, -0.140, 0.438], [-0.154, -0.048, -0.023], [0.057, 0.168, 0.019], [-0.211, -0.049, 0.101], [0.048, -0.216, -0.030], [0.059, 0.055, 0.101], [-0.016, -0.002, -0.022], [0.000, -0.004, 0.018], [0.004, 0.017, 0.016], [0.064, 0.012, -0.028], [-0.031, -0.015, 0.009], [0.007, 0.017, 0.006], [0.025, 0.007, 0.033], [0.015, -0.008, -0.013], [-0.008, -0.005, 0.013], [-0.019, 0.008, -0.017], [0.146, 0.544, -0.064], [0.014, 0.015, -0.011], [0.035, -0.069, 0.031], [0.000, 0.024, 0.003], [0.004, 0.022, 0.001], [0.012, -0.013, 0.000], [-0.043, -0.026, 0.025], [-0.045, -0.194, -0.126], [-0.035, 0.010, -0.005], [0.000, 0.015, 0.003], [0.014, -0.008, -0.014], [-0.002, 0.003, 0.017], [0.006, 0.013, 0.056], [-0.007, 0.000, -0.004], [0.048, 0.008, 0.016], [0.003, 0.012, -0.028], [0.037, -0.030, 0.005], [0.004, 0.008, 0.001], [0.005, 0.002, -0.006], [-0.007, -0.008, 0.003], [-0.009, -0.014, -0.014], [0.004, -0.010, -0.012], [-0.008, -0.010, -0.002], [-0.008, 0.002, 0.000], [0.000, 0.022, 0.001], [0.016, -0.039, -0.031], [-0.002, 0.010, -0.004], [-0.001, -0.007, -0.004], [0.004, -0.008, 0.001], [0.008, -0.007, -0.004], [-0.039, -0.018, -0.004], [0.014, -0.013, -0.004], [-0.011, -0.002, 0.006], [-0.006, 0.004, 0.003], [-0.005, -0.003, 0.000], [0.009, -0.015, -0.010], [-0.024, 0.018, 0.007], [-0.039, 0.013, 0.004], [0.053, -0.060, -0.037], [-0.003, 0.000, 0.022], [-0.014, 0.005, -0.045], [-0.098, 0.050, 0.021], [-0.002, -0.107, -0.048], [0.084, 0.063, 0.020], [0.107, 0.168, 0.161], [-0.068, -0.255, -0.021], [0.030, 0.103, -0.021], [-0.029, -0.046, 0.050], [-0.023, 0.161, -0.052], [0.116, -0.125, -0.058], [-0.010, -0.086, 0.132], [-0.017, -0.034, -0.056], [0.013, -0.020, 0.003], [0.001, -0.007, -0.003], [-0.004, 0.022, -0.010], [0.018, -0.022, 0.017], [-0.020, -0.012, -0.027], [0.033, -0.017, 0.039], [0.006, 0.025, 0.008], [-0.063, 0.056, -0.043], [0.025, 0.022, -0.010], [0.012, -0.049, -0.061], [0.017, 0.004, 0.003], [-0.009, 0.026, -0.028], [-0.145, 0.017, -0.014], [0.020, 0.046, 0.130], [-0.041, -0.088, -0.226], [0.037, 0.082, 0.150], [0.024, 0.058, -0.190], [0.112, 0.185, 0.184], [-0.020, -0.087, -0.399], [-0.036, -0.018, 0.311], [-0.080, -0.196, -0.102], [-0.023, -0.109, 0.155], [-0.094, 0.205, -0.389], [-0.002, 0.004, 0.005], [-0.011, -0.009, -0.019], [0.002, -0.005, -0.016], [0.005, 0.004, 0.009]]
}

---

{
  "formula": "C26H58F6O22S6",
  "method": "ωB97M-V/def2-TZVPD",
  "homo_ev": -10.7,
  "smiles": "CCOC(=O)C(F)(F)F.CCOC(=O)C(F)(F)F.CCOS(C)(=O)=O.CCOS(C)(=O)=O.CCOS(C)(=O)=O.CCOS(C)(=O)=O.CCOS(C)(=O)=O.CCOS(C)(=O)=O",
  "multiplicity": 1,
  "e_tot_ha": -5668.8549,
  "max_force_ev_per_a": 4.699,
  "symbols": ["C", "C", "O", "C", "O", "C", "F", "F", "F", "H", "H", "H", "H", "H", "C", "C", "O", "C", "O", "C", "F", "F", "F", "H", "H", "H", "H", "H", "C", "C", "O", "S", "C", "O", "O", "H", "H", "H", "H", "H", "H", "H", "H", "C", "C", "O", "S", "C", "O", "O", "H", "H", "H", "H", "H", "H", "H", "H", "C", "C", "O", "S", "C", "O", "O", "H", "H", "H", "H", "H", "H", "H", "H", "C", "C", "O", "S", "C", "O", "O", "H", "H", "H", "H", "H", "H", "H", "H", "C", "C", "O", "S", "C", "O", "O", "H", "H", "H", "H", "H", "H", "H", "H", "C", "C", "O", "S", "C", "O", "O", "H", "H", "H", "H", "H", "H", "H", "H"],
  "coordinates": [[4.92906, 1.75043, -3.46246], [5.03367, 2.47397, -2.09749], [5.53668, 1.50852, -1.16102], [4.81345, 0.49393, -0.63073], [3.58335, 0.36075, -0.79575], [5.58092, -0.54996, 0.30308], [5.57961, -1.73055, -0.25159], [6.92184, -0.19705, 0.48194], [4.95001, -0.68651, 1.45424], [4.71835, 2.53272, -4.19165], [4.29945, 0.86198, -3.41399], [5.94727, 1.47457, -3.73677], [4.05260, 2.88706, -1.86308], [5.56833, 3.42308, -2.13544], [0.39077, -5.09004, 2.98195], [1.52486, -4.41061, 3.79401], [2.87623, -4.46844, 3.20605], [3.51360, -5.63158, 2.96397], [2.99449, -6.72124, 2.97733], [5.07092, -5.54149, 2.64511], [5.47363, -4.28238, 2.43434], [5.74968, -6.08770, 3.63832], [5.35122, -6.24383, 1.58137], [0.46645, -4.77425, 1.94145], [-0.63582, -4.94917, 3.32015], [0.43663, -6.17890, 3.00164], [1.65008, -4.90499, 4.75734], [1.22414, -3.37891, 3.97635], [0.50871, 3.22760, -5.54925], [1.19313, 3.29443, -4.19572], [0.33700, 3.96640, -3.28757], [0.86784, 5.13557, -2.24115], [0.85894, 6.61086, -3.40608], [-0.19172, 5.24375, -1.17304], [2.24250, 4.82843, -1.82377], [-0.42079, 2.74022, -5.25500], [1.03609, 2.68018, -6.33047], [0.35077, 4.24311, -5.91242], [1.41678, 2.31976, -3.76201], [2.09066, 3.89933, -4.32468], [-0.17785, 6.92483, -3.52685], [1.28845, 6.40597, -4.38671], [1.42302, 7.40831, -2.92236], [-4.12510, 1.94469, 1.06190], [-4.94850, 2.86370, 1.96371], [-5.52059, 1.96899, 2.91552], [-7.12492, 2.03118, 3.25923], [-7.52640, 0.94996, 1.87777], [-7.36815, 1.34469, 4.54242], [-7.64045, 3.35610, 2.87260], [-3.75203, 1.06632, 1.58857], [-3.32751, 2.57606, 0.67032], [-4.71053, 1.32775, 0.38017], [-4.18520, 3.34736, 2.57326], [-5.62044, 3.57945, 1.49011], [-8.60700, 0.81903, 1.93490], [-6.91587, 0.05723, 2.01342], [-7.31125, 1.50773, 0.96634], [1.41730, -7.38408, -0.16642], [1.20651, -6.91524, -1.65679], [0.34338, -5.72472, -1.61561], [-1.38784, -5.82464, -1.70796], [-1.57984, -4.65870, -3.15797], [-1.79389, -7.19524, -2.09550], [-1.85713, -5.21833, -0.50086], [1.88310, -8.34486, 0.05271], [0.45116, -7.49418, 0.32606], [1.99155, -6.66270, 0.41492], [2.15433, -6.86619, -2.19282], [0.65158, -7.64691, -2.24400], [-0.90633, -3.83398, -2.92491], [-2.61713, -4.32990, -3.09450], [-1.21052, -5.11569, -4.07605], [-3.83256, 1.03727, -2.67723], [-2.47037, 1.55339, -3.10878], [-2.14572, 0.91105, -4.35097], [-1.21582, -0.42628, -4.35421], [-0.40455, -0.20386, -5.98645], [-0.16892, -0.26355, -3.38887], [-2.03290, -1.64395, -4.38184], [-4.45444, 1.02748, -3.57236], [-4.26388, 1.60591, -1.85339], [-3.70154, 0.04144, -2.25384], [-2.47307, 2.64292, -3.14083], [-1.70538, 1.37825, -2.35233], [0.34598, 0.56676, -5.81051], [-1.17564, 0.09795, -6.69528], [0.10072, -1.12319, -6.28248], [-2.08277, 4.28808, 7.03374], [-0.56219, 4.22348, 6.84861], [-0.15526, 2.89663, 6.86265], [1.29886, 2.50131, 6.13367], [0.75932, 2.39727, 4.38361], [2.21271, 3.61172, 6.32565], [1.69504, 1.21402, 6.57224], [-2.49787, 3.79386, 6.15537], [-2.54498, 5.25488, 7.23316], [-2.24802, 3.68412, 7.92594], [-0.42390, 4.51774, 5.80823], [0.06342, 4.89146, 7.44066], [1.67767, 2.10146, 3.87644], [0.38906, 3.38769, 4.11890], [-0.02224, 1.65941, 4.20244], [-0.26904, -2.50849, 0.09651], [0.74239, -1.31673, -0.07557], [0.55064, -0.26224, 0.91995], [-0.55682, 0.91158, 0.67422], [0.45632, 1.97775, -0.50181], [-1.62035, 0.29261, -0.12687], [-0.79977, 1.61982, 1.96052], [-1.32573, -2.26816, -0.02073], [-0.08363, -2.87520, 1.10609], [-0.02630, -3.30948, -0.60176], [1.77490, -1.64261, 0.05023], [0.70146, -1.03559, -1.12789], [0.98437, 1.35833, -1.22678], [1.21847, 2.40636, 0.14898], [-0.19523, 2.63400, -1.07879]],
  "atomic_forces_ev_per_a": [[1.494, 1.280, 0.683], [-2.075, -0.755, -1.327], [0.729, -1.027, 1.676], [-3.369, 1.295, -0.933], [3.674, 0.077, 0.497], [1.454, 1.458, -0.513], [0.022, -0.902, -0.946], [-2.144, -0.227, 0.100], [0.276, 0.710, 0.284], [-0.821, -0.367, -0.257], [-0.222, 0.412, -0.248], [0.037, -0.459, 0.030], [-0.398, -0.731, 0.670], [1.199, -0.734, 0.297], [0.762, -0.638, -0.342], [-0.856, -1.544, 0.272], [0.715, 0.215, -0.509], [-1.402, -0.351, 0.276], [0.638, 0.723, 0.077], [-1.436, 0.963, 0.393], [0.048, -0.110, 0.272], [0.250, 0.188, 0.794], [-0.036, -0.572, -1.264], [-0.173, -0.034, -0.026], [0.220, 0.930, 0.345], [0.612, 0.000, -0.106], [-0.210, 0.060, 0.087], [0.864, 0.128, -0.300], [-0.558, -0.022, 0.981], [1.586, 0.500, -0.706], [-0.842, 1.421, 1.689], [-0.889, -0.456, 1.417], [-0.280, -0.458, 1.069], [2.970, -0.137, -3.639], [-2.092, 0.545, -0.950], [-0.452, 0.073, -0.969], [0.124, -0.154, 0.346], [-0.285, -0.074, 0.002], [0.160, -0.022, -0.168], [0.438, -0.296, 0.358], [0.022, -0.198, 0.137], [0.114, -0.493, 0.285], [-0.006, -0.177, 0.119], [-0.668, -0.231, -0.033], [1.906, -1.025, 0.419], [-2.286, 0.115, 1.895], [0.249, -0.248, -1.002], [-0.725, 0.484, 0.890], [0.693, 1.919, -2.649], [0.752, -1.902, 1.515], [0.748, 0.729, 0.842], [0.032, -0.635, -0.624], [-0.265, 0.939, -0.965], [-0.238, 0.837, -0.214], [-0.154, -0.306, 0.142], [0.078, -0.517, -0.094], [-0.390, -0.024, -0.204], [0.240, -0.106, 0.139], [-0.423, 0.284, -0.377], [-1.429, -1.518, 1.604], [-0.881, -0.117, -0.472], [2.039, -1.856, -1.878], [0.562, -0.491, 1.771], [0.905, 2.754, 0.858], [-0.028, -0.165, -0.496], [0.321, -0.112, -0.847], [-0.205, 0.307, -0.138], [-0.059, 0.222, -0.209], [-0.080, 1.350, 0.043], [-0.127, -0.335, 0.305], [-0.223, 0.077, 0.138], [0.117, -0.119, -0.473], [-0.538, -0.276, 0.194], [0.537, -0.235, 0.326], [-0.400, 0.042, 1.708], [1.030, -0.663, -0.701], [-0.516, -0.791, -1.405], [-0.676, 0.183, 0.976], [-0.193, -0.128, 0.497], [1.120, 2.122, 0.246], [-0.320, -0.075, 0.316], [-0.009, 0.351, -0.313], [-0.179, -0.244, -0.347], [0.021, 0.039, -1.207], [0.034, -0.579, -0.112], [-0.245, -0.003, -0.176], [0.216, -0.039, -0.041], [-0.327, -0.085, 0.217], [0.817, -1.018, 0.938], [-0.484, 2.115, -2.075], [1.802, -2.501, 0.324], [-1.041, 1.768, -0.406], [0.407, 0.213, 1.181], [-1.042, -0.808, -0.411], [-0.373, -0.502, 0.348], [-0.401, 0.100, 0.248], [0.458, 0.123, -0.357], [-0.577, -0.171, -0.041], [0.294, 0.775, -0.127], [-0.181, -0.279, 0.434], [-0.139, 0.264, -0.238], [0.296, -0.092, -0.230], [0.195, -0.004, 0.467], [1.230, 0.838, 0.634], [-1.118, -1.354, -0.590], [-0.758, 0.884, 0.163], [0.665, -0.201, -1.003], [-0.475, -0.951, 1.030], [0.812, 1.210, 1.484], [0.579, -1.924, -3.146], [0.245, 0.343, -0.013], [-0.374, -0.256, -0.009], [0.197, 0.093, 0.018], [-0.141, 0.000, 0.481], [-0.260, 1.036, 0.173], [-0.249, -0.543, 0.249], [-0.295, 0.572, -0.216], [0.036, 0.302, 0.675]]
}